ORCA calculation (the ωB97M-V functional and the def2-TZVPD basis) on a molecular structure, C28H42N6O3S3Tm at a distorted geometry.

The geometry in XYZ format:
```
83
Properties=species:S:1:pos:R:3:forces:R:3:lowdin_charge:R:1
Tm 0.60691 0.00410 0.33925 1.111 -0.291 0.884 1.007
N 1.08156 2.46290 0.72026 0.030 0.011 0.096 -0.068
C 0.93696 2.84003 2.13749 0.049 -0.067 -0.085 -0.242
C -0.40838 2.35758 2.64105 -0.039 -0.084 0.003 -0.178
N -0.64432 0.92337 2.35957 0.019 0.003 -0.112 -0.120
C -0.62128 0.03601 3.53632 -0.028 0.099 -0.076 -0.209
C 0.75380 -0.57427 3.71263 0.065 -0.069 -0.097 -0.232
N 1.07230 -1.34759 2.49757 -0.081 0.102 0.094 -0.097
H 1.98237 2.76392 0.36158 -0.018 -0.087 -0.006 0.074
H 0.36212 2.92469 0.16808 0.004 -0.051 -0.038 0.095
H 1.00997 3.91929 2.29242 0.012 0.027 0.014 0.123
H 1.75230 2.37207 2.69186 0.014 -0.006 -0.007 0.075
H -1.20371 2.92623 2.15279 0.043 -0.014 -0.003 0.109
H -0.48352 2.55333 3.71369 -0.041 0.015 0.005 0.127
H -1.55747 0.86060 1.91329 -0.007 0.019 0.098 0.053
H -1.34491 -0.76334 3.36526 -0.012 -0.018 0.027 0.098
H -0.92466 0.56751 4.44204 -0.006 0.019 0.016 0.124
H 0.78541 -1.17698 4.62293 0.003 -0.032 0.009 0.124
H 1.50517 0.21256 3.81316 0.010 -0.002 0.018 0.097
H 0.52629 -2.20575 2.47893 0.022 0.042 -0.036 0.072
H 2.04774 -1.62923 2.49125 -0.010 0.042 -0.067 0.040
S 1.43446 -2.26956 -0.75205 -0.010 -0.145 -0.149 0.562
C 0.20744 -3.53683 -0.67884 0.092 -0.067 0.023 -0.661
C 0.50861 -4.77288 -1.26964 0.013 0.043 0.032 -0.121
C -0.38509 -5.82642 -1.25283 -0.014 0.027 0.019 -0.075
C -1.61962 -5.69283 -0.62507 0.036 0.031 -0.005 -0.081
C -1.93598 -4.48796 -0.02863 0.019 0.034 0.015 -0.115
C -1.04541 -3.41030 -0.06650 -0.048 -0.056 0.037 -0.536
S -1.58993 -1.88859 0.66738 0.172 0.099 -0.165 0.955
H 1.47117 -4.88618 -1.75073 -0.006 -0.003 -0.001 0.097
H -0.11530 -6.76232 -1.72521 0.001 0.010 0.003 0.108
H -2.31850 -6.51773 -0.59374 0.009 0.009 0.001 0.106
H -2.88336 -4.37019 0.48602 0.024 0.010 -0.019 0.107
C -4.45051 2.14761 -2.96599 -0.034 0.008 0.097 -0.057
O -4.31887 1.21937 -1.90075 -0.085 0.122 -0.025 -0.070
C -4.07882 1.69880 -0.66125 -0.002 0.113 -0.096 -0.220
C -4.02059 3.05186 -0.34055 -0.012 -0.089 0.081 0.000
C -3.87964 3.46088 0.98430 0.013 -0.039 -0.059 -0.082
C -3.79838 2.52507 1.99952 -0.079 -0.009 -0.072 -0.108
C -3.80416 1.17260 1.66735 -0.075 0.033 0.077 -0.050
C -3.90782 0.74176 0.35293 0.032 -0.089 0.204 -0.191
N -3.96163 -0.64317 0.07365 -0.210 0.076 -0.209 0.043
C -2.92220 -1.36477 -0.58986 0.191 -0.056 0.097 -0.415
C -2.33282 -0.72016 -1.80930 -0.056 -0.324 -0.100 -0.175
C -2.67758 -1.24400 -3.04966 -0.034 -0.011 0.040 -0.009
C -2.26191 -0.65778 -4.23702 0.029 0.062 0.054 -0.073
C -1.50563 0.50285 -4.17682 -0.028 -0.022 0.037 -0.073
C -1.12942 1.02252 -2.94478 0.025 0.089 -0.087 -0.052
C -1.48969 0.39318 -1.75009 0.139 0.192 0.199 -0.368
O -1.01032 0.85353 -0.58060 -0.852 0.351 -0.867 -0.292
H -4.61566 1.55546 -3.86077 0.005 -0.025 0.009 0.097
H -3.53878 2.73716 -3.08687 0.010 0.005 0.004 0.093
H -5.30194 2.81182 -2.80512 -0.022 0.027 -0.003 0.099
H -4.12833 3.79660 -1.11445 -0.007 0.014 -0.025 0.106
H -3.86499 4.51856 1.21391 -0.017 -0.001 -0.010 0.108
H -3.74962 2.83420 3.03597 0.017 -0.009 -0.015 0.110
H -3.76109 0.41980 2.45064 0.021 0.015 -0.009 0.121
H -4.34271 -1.16770 0.84783 0.020 -0.017 -0.015 0.128
H -3.31054 -2.33953 -0.87682 -0.082 -0.011 -0.003 0.106
H -3.30761 -2.12658 -3.08093 0.016 0.024 -0.012 0.126
H -2.54235 -1.08838 -5.18827 -0.003 0.004 0.006 0.106
H -1.21007 1.01104 -5.08624 0.006 -0.003 -0.001 0.111
H -0.59429 1.96711 -2.88287 0.035 -0.025 -0.015 0.125
C 6.06524 1.95277 2.13631 -0.002 -0.037 -0.071 -0.083
N 6.06648 0.86475 1.16661 -0.034 0.083 0.147 -0.029
C 4.99112 0.15215 0.83100 -0.102 -0.372 -0.267 -0.785
S 3.45438 0.44787 1.49711 0.113 0.293 0.077 0.702
N 5.15398 -0.83691 -0.06126 -0.106 -0.057 0.116 -0.050
C 6.41862 -1.22685 -0.65765 -0.049 0.002 0.015 -0.058
H 7.04070 2.43075 2.10079 -0.003 0.003 0.016 0.091
H 5.87681 1.58614 3.14427 -0.010 -0.022 0.008 0.086
H 5.30049 2.68252 1.88229 -0.009 -0.006 -0.020 0.072
H 6.96267 0.54134 0.84368 0.025 0.019 -0.041 0.123
H 4.34498 -1.42983 -0.19036 0.039 0.020 -0.050 0.092
H 6.87796 -0.38828 -1.18380 0.006 0.019 -0.005 0.093
H 6.22537 -2.00977 -1.38480 -0.003 -0.009 0.002 0.096
H 7.11858 -1.61884 0.08493 0.004 0.010 0.009 0.095
C 2.83608 0.21069 -2.52173 0.059 0.148 0.036 -0.116
O 1.78052 0.80900 -1.75004 -0.317 -0.026 0.252 -0.245
H 2.97655 0.77243 -3.44443 0.006 -0.014 -0.021 0.095
H 2.61272 -0.83261 -2.73541 -0.018 -0.022 -0.020 0.043
H 3.74202 0.28170 -1.92364 -0.041 -0.006 -0.009 0.066
H 1.00957 0.91600 -2.33250 0.053 -0.078 0.015 0.046
```
Forces are in eV/Å.

As for the energy above the lowest of the compared OMol25 structures with the same formula, charge and spin: 0.000 eV. The total energy is -106836.9249 eV. Its expectation value of S² is 2.002. The molecular weight is 775.8 g mol⁻¹. Its net charge is +1. The calculation puts the gap between HOMO and LUMO (spin up / spin down) at 7.8 / 7.8 eV. As for the spin multiplicity: 3. For the HOMO energy (spin up / spin down), the calculation gives -9.676 / -9.674 eV.

=====

ORCA calculation (the ωB97M-V functional and the def2-TZVPD basis) on 7 unconnected molecules or ions with the total composition C28H42O14 at a distorted geometry.

The geometry in XYZ format:
```
84
Properties=species:S:1:pos:R:3:forces:R:3:lowdin_charge:R:1
O -3.64067 0.43587 2.91112 -1.420 -0.159 -0.755 0.135
C -2.58240 0.87377 3.19340 1.608 -0.124 1.282 -0.471
O -1.46868 0.08683 3.16612 -1.315 0.172 -0.119 0.003
C -0.34515 0.73971 3.70794 1.478 -0.443 -0.114 -0.158
C -0.71485 2.23432 3.91883 0.035 -1.728 -0.663 -0.118
C -2.22733 2.24234 3.77091 0.879 0.031 -1.680 -0.052
H 0.42177 0.58251 2.92079 -0.030 0.351 0.814 0.109
H -0.03900 0.19618 4.64529 -0.297 0.647 -0.792 0.140
H -0.25900 2.78288 3.12571 0.256 0.487 -0.552 0.077
H -0.27244 2.56199 4.81955 0.037 0.548 1.143 0.102
H -2.49239 2.99195 3.02544 -0.385 0.027 0.153 0.126
H -2.77778 2.40941 4.64896 -0.772 0.173 1.193 0.108
O -2.66662 0.91485 -3.36729 -1.981 -0.136 0.402 0.137
C -1.65826 0.91761 -3.95952 4.367 0.902 -0.548 -0.436
O -0.98691 -0.22636 -4.35780 0.049 0.984 -0.022 -0.008
C 0.43249 0.03990 -4.58988 -0.682 1.238 -1.079 -0.123
C 0.61799 1.59352 -4.82914 -0.423 -0.388 1.362 -0.140
C -0.66430 2.17613 -4.21167 -0.809 -0.084 1.130 -0.067
H 0.72972 -0.41288 -5.54176 -0.127 -0.595 0.578 0.120
H 0.95929 -0.31468 -3.71769 0.264 -0.094 0.069 0.089
H 0.68262 1.80744 -5.89310 0.227 0.012 0.059 0.102
H 1.52145 1.94940 -4.25665 -0.848 -0.351 -0.968 0.105
H -1.20904 2.99845 -4.72633 0.474 -0.784 -0.086 0.118
H -0.41075 2.63091 -3.20958 -0.543 -0.755 -0.764 0.112
O 0.72299 0.68009 -1.24547 0.179 0.358 -0.503 0.121
C 1.21145 1.66674 -0.78281 0.226 0.448 2.043 -0.404
O 0.91460 2.01882 0.56043 0.581 0.906 -1.603 -0.023
C 1.64606 3.26260 0.88041 0.287 -0.738 -0.261 -0.138
C 1.98151 3.91638 -0.46965 1.145 -0.146 0.891 -0.157
C 2.24926 2.68792 -1.31636 -1.477 -0.493 0.039 -0.075
H 2.60463 2.92919 1.30151 -0.411 0.270 0.571 0.127
H 1.03211 3.88704 1.56252 0.519 -0.576 -0.401 0.125
H 2.87621 4.59560 -0.38800 -1.019 -0.608 -0.089 0.139
H 1.12402 4.44473 -0.77777 -0.924 0.889 -0.726 0.094
H 3.20405 2.29862 -1.01448 0.612 -0.473 -0.328 0.110
H 2.14539 2.77558 -2.40302 0.288 0.083 0.344 0.108
O 3.08621 1.25563 4.25007 -0.119 -1.572 -0.947 0.089
C 3.54209 0.15021 4.03240 0.708 1.819 0.841 -0.408
O 4.62426 -0.21778 4.83388 -1.176 -0.278 -0.491 -0.006
C 4.87752 -1.61776 4.69313 0.159 0.315 -0.122 -0.181
C 4.41273 -1.92318 3.28078 -1.462 -1.724 -0.796 -0.145
C 3.23273 -0.92622 2.96748 1.111 -0.536 2.762 -0.045
H 4.41753 -2.17388 5.52566 -0.164 0.148 -0.450 0.128
H 5.95014 -1.75151 4.75284 0.216 -0.075 0.211 0.117
H 4.10318 -3.01199 3.15473 0.300 1.333 0.197 0.131
H 5.25893 -1.78132 2.62124 0.011 0.261 -0.347 0.107
H 2.25088 -1.34818 3.18376 -0.001 -0.113 0.094 0.117
H 3.17312 -0.52907 1.99050 0.261 0.504 -0.969 0.089
O 4.02711 0.05469 -1.70303 -0.291 -0.742 -0.301 0.099
C 3.64132 -1.05627 -1.42056 -0.048 1.266 1.057 -0.491
O 3.62666 -1.44755 -0.12994 0.052 0.700 0.469 0.013
C 3.15745 -2.77435 0.04767 0.330 -0.397 -1.423 -0.158
C 2.49852 -3.15939 -1.29002 0.178 0.452 -0.025 -0.101
C 3.19119 -2.19270 -2.25503 1.804 -0.894 -0.936 -0.072
H 2.51763 -2.85953 0.86838 -1.329 0.429 1.149 0.084
H 4.00893 -3.37244 0.31394 0.661 -0.544 -0.316 0.120
H 1.42065 -2.94468 -1.31263 0.306 -0.118 0.343 0.111
H 2.65014 -4.21128 -1.50006 -0.003 -0.094 -0.216 0.114
H 2.62656 -1.87880 -3.11806 -0.183 0.082 -0.169 0.105
H 4.22438 -2.53410 -2.64050 -1.545 -0.094 0.334 0.167
O 0.38367 -1.65302 1.11259 0.538 0.461 0.913 0.116
C -0.66109 -1.95370 0.63847 -1.092 -0.803 -2.024 -0.433
O -0.83059 -3.24242 0.14944 -0.157 0.342 0.214 -0.009
C -2.14002 -3.37611 -0.44638 0.113 -2.127 -1.294 -0.169
C -2.49143 -2.02793 -0.95699 0.842 2.095 0.930 -0.118
C -1.87207 -1.11259 0.17904 1.308 -0.681 -1.301 -0.029
H -2.78948 -3.82411 0.28665 -0.541 0.347 0.505 0.120
H -2.13121 -4.16122 -1.27489 0.548 1.021 0.950 0.145
H -3.52653 -1.76781 -1.12922 0.059 -0.600 -0.077 0.078
H -1.92363 -1.79402 -1.87555 -0.268 -0.259 0.266 0.122
H -2.49500 -0.90202 1.02658 -0.548 0.183 0.262 0.091
H -1.42827 -0.21986 -0.28898 -0.352 -0.014 0.594 0.111
O -5.46591 -1.81936 0.56809 0.203 -1.058 -0.233 0.142
C -5.50330 -1.07193 -0.34892 -1.312 1.685 -1.222 -0.478
O -5.64741 -1.42456 -1.70473 -0.030 -0.029 0.870 -0.031
C -5.80061 -0.28142 -2.61695 0.412 0.279 2.838 -0.095
C -5.76204 0.97872 -1.68055 0.457 -2.111 0.337 -0.111
C -5.44930 0.43794 -0.26380 0.197 0.808 -0.823 -0.061
H -6.70038 -0.39877 -3.16623 -0.926 -0.195 -0.291 0.105
H -4.97355 -0.26705 -3.27878 0.845 -0.170 -0.586 0.086
H -6.64610 1.54170 -1.72287 -1.256 0.702 -0.043 0.089
H -4.94344 1.55654 -1.98384 0.967 1.134 -0.593 0.073
H -5.95487 0.97172 0.54776 -0.548 -0.846 -0.120 0.131
H -4.42938 0.68735 -0.01751 0.715 -0.143 -0.038 0.105
```
Forces are in eV/Å.

As for the SMILES: O=C1CCCO1.O=C1CCCO1.O=C1CCCO1.O=C1CCCO1.O=C1CCCO1.O=C1CCCO1.O=C1CCCO1. As for the energy above the lowest of the compared OMol25 structures with the same formula, charge and spin: 1.543 eV. The total energy is -58382.4452 eV. The molecular weight is 602.6 g mol⁻¹. Its net charge is 0. The calculation puts the gap between HOMO and LUMO at 10.3 eV. For the HOMO energy, the calculation gives -9.814 eV.